Record 1
C43H39IOPPdS2Sb as an isolated structure, computed with ωB97M-V with the def2-TZVPD basis set.

total charge	+2
multiplicity	1
energy above the lowest of the compared OMol25 structures with the same formula, charge and spin	0.0	kJ/mol
HOMO energy	-12.7	eV
gap between HOMO and LUMO	7.012	eV
LUMO energy	-5.664	eV
strongest force on any atom	0.026	hartree/bohr

Each line ends with the Löwdin charge.
Cartesian coordinates (Å):
1 Pd 0.153 -2.428 1.391  0.419
2 C 5.990 0.823 -0.025  -0.054
3 C 5.627 0.836 1.315  -0.052
4 C 4.376 0.381 1.705  -0.078
5 C 3.480 -0.080 0.743  -0.356
6 C 3.852 -0.103 -0.602  -0.107
7 C 5.104 0.352 -0.985  -0.068
8 P 1.814 -0.626 1.187  1.044
9 C 1.895 -0.953 2.998  -0.395
10 C 2.645 -2.076 3.373  -0.125
11 C 2.755 -2.437 4.704  -0.063
12 C 2.105 -1.692 5.681  -0.070
13 C 1.352 -0.588 5.317  -0.067
14 C 1.248 -0.215 3.982  -0.079
15 C 0.713 0.828 1.142  -0.334
16 C 1.128 2.023 1.671  -0.068
17 C 0.195 2.976 2.138  -0.040
18 C -1.131 2.656 2.174  -0.006
19 C -1.605 1.452 1.588  -0.161
20 C -2.984 1.123 1.592  -0.004
21 C -3.444 0.012 0.942  -0.053
22 C -2.557 -0.746 0.155  -0.124
23 C -1.217 -0.448 0.117  -0.636
24 C -0.683 0.594 0.948  -0.214
25 H 6.972 1.171 -0.320  0.116
26 H 6.324 1.192 2.063  0.117
27 H 4.106 0.378 2.754  0.111
28 H 3.165 -0.486 -1.348  0.096
29 H 5.394 0.325 -2.027  0.114
30 H 3.164 -2.657 2.618  0.106
31 H 3.357 -3.293 4.983  0.114
32 H 2.197 -1.968 6.724  0.114
33 H 0.849 -0.001 6.075  0.114
34 H 0.649 0.647 3.720  0.099
35 H 2.187 2.205 1.821  0.119
36 H 0.547 3.913 2.548  0.119
37 H -1.848 3.326 2.634  0.127
38 H -3.670 1.779 2.115  0.129
39 H -4.496 -0.240 0.955  0.121
40 H -2.940 -1.536 -0.482  0.114
41 C -1.415 -3.689 5.381  -0.237
42 S -2.254 -3.038 3.944  0.825
43 C -3.384 -1.943 4.790  -0.239
44 O -1.250 -2.121 3.284  -0.633
45 H -2.131 -4.228 6.003  0.069
46 H -0.962 -2.861 5.923  0.058
47 H -0.646 -4.374 5.028  0.058
48 H -4.088 -2.536 5.374  0.068
49 H -3.918 -1.383 4.025  0.047
50 H -2.814 -1.266 5.427  0.068
51 S -0.226 -1.142 -1.212  0.592
52 Sb -0.945 0.341 -2.970  1.570
53 C -2.545 1.506 -2.274  -0.339
54 C -3.892 1.194 -2.432  -0.110
55 C -4.854 2.050 -1.919  -0.058
56 C -4.476 3.201 -1.242  -0.049
57 C -3.133 3.507 -1.079  -0.059
58 C -2.163 2.660 -1.593  -0.118
59 C 0.639 1.636 -3.374  -0.367
60 C 1.578 1.920 -2.387  -0.131
61 C 2.595 2.824 -2.659  -0.058
62 C 2.665 3.435 -3.903  -0.046
63 C 1.723 3.148 -4.884  -0.052
64 C 0.703 2.244 -4.625  -0.105
65 C -1.276 -0.743 -4.733  -0.359
66 C -2.531 -0.993 -5.280  -0.104
67 C -2.630 -1.721 -6.457  -0.055
68 C -1.487 -2.203 -7.078  -0.045
69 C -0.235 -1.958 -6.530  -0.055
70 C -0.127 -1.225 -5.358  -0.129
71 H -4.209 0.294 -2.937  0.095
72 H -5.902 1.817 -2.053  0.118
73 H -5.234 3.867 -0.849  0.119
74 H -2.839 4.412 -0.563  0.118
75 H -1.115 2.920 -1.479  0.103
76 H 1.521 1.444 -1.414  0.064
77 H 3.332 3.048 -1.898  0.113
78 H 3.459 4.139 -4.113  0.118
79 H 1.784 3.626 -5.852  0.119
80 H -0.023 2.017 -5.398  0.110
81 H -3.433 -0.623 -4.819  0.087
82 H -3.604 -1.908 -6.890  0.118
83 H -1.571 -2.769 -7.997  0.119
84 H 0.656 -2.330 -7.017  0.118
85 H 0.857 -1.019 -4.951  0.104
86 I -0.987 -4.766 0.535  0.941
87 C 0.987 -4.106 0.838  -0.696
88 H 1.572 -4.089 -0.075  -0.009
89 H 1.460 -4.634 1.661  -0.005

Record 2
C43H39N7O3PSTa as an isolated structure, computed with ωB97M-V with the def2-TZVPD basis set.

total charge	+2
multiplicity	1
energy above the lowest of the compared OMol25 structures with the same formula, charge and spin	206.0	kJ/mol
HOMO energy	-13.7	eV
gap between HOMO and LUMO	7.500	eV
LUMO energy	-6.244	eV
strongest force on any atom	0.014	hartree/bohr

Each line ends with the Löwdin charge.
Cartesian coordinates (Å):
1 Ta -0.542 -1.353 -0.154  1.843
2 O 1.183 -2.084 0.213  -0.314
3 C 2.374 -2.411 0.723  -0.312
4 C 3.328 -3.059 -0.055  -0.004
5 C 4.596 -3.274 0.452  -0.038
6 C 4.930 -2.861 1.739  -0.053
7 C 3.968 -2.277 2.535  -0.013
8 C 2.682 -2.036 2.044  -0.162
9 C 1.570 -1.755 2.942  -0.091
10 N 0.388 -1.438 2.573  -0.021
11 C -0.648 -2.053 3.379  -0.184
12 C -0.862 -3.356 2.623  -0.158
13 N -1.380 -3.025 1.284  -0.047
14 C -2.420 -3.726 0.961  -0.051
15 C -3.391 -3.431 -0.046  -0.157
16 C -4.380 -4.354 -0.414  -0.002
17 C -5.405 -3.963 -1.243  -0.048
18 C -5.481 -2.635 -1.670  -0.030
19 C -4.536 -1.699 -1.291  0.012
20 C -3.474 -2.104 -0.491  -0.320
21 O -2.495 -1.271 -0.138  -0.290
22 H 3.058 -3.392 -1.050  0.123
23 H 5.336 -3.775 -0.160  0.121
24 H 5.924 -3.039 2.126  0.117
25 H 4.195 -2.020 3.563  0.128
26 H 1.738 -2.064 3.981  0.148
27 H -1.561 -1.464 3.408  0.104
28 H -0.319 -2.270 4.401  0.133
29 H -1.581 -3.988 3.145  0.126
30 H 0.087 -3.888 2.541  0.132
31 H -2.657 -4.595 1.577  0.145
32 H -4.329 -5.373 -0.046  0.129
33 H -6.162 -4.671 -1.549  0.119
34 H -6.299 -2.334 -2.311  0.121
35 H -4.600 -0.669 -1.620  0.120
36 N -1.534 2.040 0.142  -0.082
37 P -0.548 1.057 1.091  0.994
38 C -1.412 1.130 2.673  -0.366
39 C -2.786 0.883 2.681  -0.100
40 C -3.471 0.838 3.886  -0.060
41 C -2.786 1.029 5.079  -0.050
42 C -1.418 1.281 5.071  -0.053
43 C -0.728 1.331 3.869  -0.085
44 C 1.006 1.949 1.324  -0.350
45 C 2.195 1.256 1.514  -0.113
46 C 3.368 1.940 1.799  -0.059
47 C 3.360 3.325 1.871  -0.052
48 C 2.178 4.026 1.659  -0.050
49 C 1.003 3.342 1.397  -0.069
50 C -1.877 1.738 -1.163  -0.370
51 C -2.543 2.684 -1.948  0.007
52 C -2.866 2.360 -3.245  -0.031
53 C -2.504 1.107 -3.736  -0.039
54 C -1.853 0.242 -2.892  -0.129
55 N -1.551 0.534 -1.614  -0.006
56 H -1.909 2.901 0.512  0.122
57 H -3.315 0.725 1.748  0.101
58 H -4.538 0.657 3.896  0.116
59 H -3.322 0.994 6.019  0.118
60 H -0.892 1.450 6.001  0.117
61 H 0.335 1.537 3.861  0.110
62 H 2.209 0.181 1.451  0.061
63 H 4.286 1.387 1.962  0.118
64 H 4.273 3.862 2.094  0.119
65 H 2.172 5.107 1.713  0.118
66 H 0.084 3.900 1.258  0.108
67 H -2.786 3.652 -1.529  0.124
68 H -3.385 3.072 -3.873  0.125
69 H -2.722 0.808 -4.752  0.120
70 H -1.548 -0.732 -3.249  0.093
71 C 2.641 5.868 -2.865  -0.029
72 C 2.542 4.400 -2.562  -0.243
73 C 1.400 3.680 -2.933  -0.011
74 C 1.286 2.329 -2.669  -0.054
75 C 2.328 1.687 -2.012  -0.398
76 C 3.470 2.373 -1.628  -0.074
77 C 3.573 3.726 -1.913  -0.016
78 S 2.259 -0.044 -1.641  1.050
79 C 2.584 -0.738 -3.259  -0.175
80 O 0.744 -0.307 -1.491  -0.690
81 H 2.497 6.050 -3.930  0.094
82 H 3.610 6.271 -2.578  0.084
83 H 1.868 6.424 -2.332  0.091
84 H 0.595 4.192 -3.446  0.125
85 H 0.401 1.778 -2.967  0.099
86 H 4.272 1.861 -1.108  0.118
87 H 4.465 4.265 -1.621  0.126
88 H 1.865 -0.327 -3.966  0.076
89 H 2.490 -1.820 -3.184  0.062
90 H 3.601 -0.467 -3.543  0.081
91 N -0.795 -2.631 -1.680  0.016
92 C -1.221 -3.054 -2.714  -0.265
93 N -1.732 -3.501 -3.734  0.154
94 C -1.129 -3.825 -4.880  -0.313
95 N -0.624 -4.076 -5.884  0.159